Entry 1:
Below is a molecular structure, C30H41N3O3Sn, with properties calculated with the ωB97M-V functional and the def2-TZVPD basis.

Computed properties:
Net charge   +2
Lowest unoccupied orbital energy (alpha / beta)   -7.339 / -7.333 eV

CARTESIAN COORDINATES (ANGSTROEM)
C  4.568  -3.467  -5.400
C  5.350  -4.048  -4.473
H  4.785  -2.392  -5.622
H  3.714  -3.962  -5.920
C  5.126  -4.427  -3.102
C  4.304  -3.966  -2.115
H  4.235  -2.930  -1.831
H  4.129  -4.774  -1.332
C  6.478  -4.474  -5.386
H  6.407  -3.926  -6.377
H  6.325  -5.582  -5.564
H  7.396  -4.137  -4.845
C  6.160  -5.538  -2.854
H  7.237  -5.238  -2.869
H  6.096  -6.330  -3.626
H  6.033  -6.086  -1.923
Sn  0.418  0.206  -0.833
O  -1.138  -0.863  -2.333
C  -0.517  -1.883  -2.760
O  -0.196  -1.647  0.050
C  -0.547  -2.686  -0.536
O  -1.023  -3.730  0.104
N  -0.444  -2.957  -1.909
C  -1.185  -4.839  -0.866
C  -0.277  -4.448  -2.005
H  -2.232  -4.860  -1.157
H  -0.930  -5.737  -0.307
H  -0.507  -4.881  -2.977
H  0.760  -4.717  -1.715
C  0.131  -1.888  -4.039
C  0.497  -0.702  -4.502
H  0.411  -2.815  -4.593
H  1.434  -0.838  -3.895
H  0.977  -0.597  -5.514
C  0.671  5.380  3.694
C  1.076  4.081  4.406
C  2.542  4.195  4.833
C  0.192  3.910  5.647
C  0.864  2.886  3.463
C  1.882  1.999  3.140
C  1.668  1.066  2.112
N  0.525  1.015  1.404
C  -0.516  1.783  1.799
C  -0.386  2.717  2.850
C  -1.763  1.627  1.027
C  -2.988  2.119  1.447
C  -4.159  1.834  0.742
C  -4.031  0.939  -0.340
C  -2.809  0.528  -0.713
N  -1.652  0.880  -0.118
C  -5.538  2.398  1.097
C  -6.203  2.959  -0.166
C  -6.416  1.274  1.667
C  -5.441  3.517  2.134
H  0.852  6.236  4.355
H  -0.390  5.377  3.421
H  1.261  5.519  2.781
H  2.677  5.084  5.459
H  2.850  3.318  5.411
H  3.193  4.293  3.956
H  -0.868  3.859  5.374
H  0.454  2.990  6.181
H  0.335  4.759  6.325
H  2.864  2.019  3.619
H  2.464  0.391  1.822
H  -1.235  3.329  3.125
H  -3.018  2.725  2.359
H  -4.907  0.583  -0.911
H  -2.701  -0.143  -1.560
H  -6.373  2.182  -0.919
H  -7.170  3.405  0.088
H  -5.573  3.739  -0.610
H  -5.964  0.859  2.576
H  -7.406  1.667  1.928
H  -6.548  0.459  0.946
H  -5.068  3.142  3.092
H  -4.788  4.322  1.782
H  -6.436  3.939  2.306



Entry 2:
Below is a gas-phase ion, C30H41N4 (charge +1), with properties calculated with the ωB97M-V functional and the def2-TZVPD basis.

Computed properties:
Energy above the lowest of the compared OMol25 structures with the same formula, charge and spin   144.9 kJ/mol
SMILES   Cc1ccc([C@H](Cc2c(C(C)(C)C)[n+](C(C)C)nn2C(C)C)c2cn(C)c3ccccc23)cc1
Net charge   +1
Lowest unoccupied orbital energy   -2.777 eV

CARTESIAN COORDINATES (ANGSTROEM)
C  3.462  -6.364  0.031
C  2.597  -5.152  -0.098
C  3.133  -3.913  0.276
C  2.331  -2.761  0.273
C  0.986  -2.869  -0.110
C  0.038  -1.669  0.015
C  0.229  -0.756  -1.183
C  -0.217  0.674  -1.330
C  -1.415  1.367  -1.517
C  -2.879  0.978  -1.644
C  -2.958  -0.543  -1.674
C  -3.526  1.490  -2.966
C  -3.693  1.608  -0.502
N  -1.093  2.672  -1.790
C  -1.852  3.982  -1.821
C  -1.433  4.764  -3.041
C  -1.555  4.788  -0.580
N  0.233  2.825  -1.850
N  0.743  1.619  -1.622
C  2.210  1.584  -1.612
C  2.734  1.691  -0.204
C  2.571  2.806  -2.427
C  0.156  -1.096  1.428
C  -0.573  0.033  1.789
N  -0.510  0.219  3.152
C  -1.247  1.225  3.890
C  0.245  -0.788  3.734
C  0.498  -0.929  5.095
C  1.189  -2.072  5.516
C  1.564  -3.017  4.556
C  1.270  -2.861  3.182
C  0.643  -1.697  2.709
C  0.491  -4.073  -0.603
C  1.282  -5.219  -0.568
H  2.965  -7.257  -0.356
H  4.417  -6.229  -0.496
H  3.712  -6.543  1.086
H  4.179  -3.863  0.619
H  2.738  -1.817  0.679
H  -0.954  -2.127  0.002
H  -0.069  -1.329  -2.106
H  1.316  -0.747  -1.368
H  -2.389  -0.991  -0.848
H  -4.009  -0.862  -1.612
H  -2.531  -0.902  -2.624
H  -3.521  2.593  -3.038
H  -3.016  1.069  -3.849
H  -4.583  1.164  -2.948
H  -3.667  2.707  -0.571
H  -4.741  1.294  -0.615
H  -3.311  1.312  0.484
H  -2.907  3.731  -1.873
H  -1.833  5.778  -2.957
H  -0.342  4.822  -3.081
H  -1.822  4.332  -3.967
H  -2.063  5.752  -0.670
H  -1.910  4.302  0.331
H  -0.479  4.970  -0.513
H  2.541  0.675  -2.122
H  3.826  1.636  -0.165
H  2.440  2.652  0.229
H  2.332  0.902  0.428
H  3.638  2.903  -2.614
H  2.078  2.810  -3.401
H  2.243  3.723  -1.928
H  -1.141  0.739  1.179
H  -0.851  1.293  4.913
H  -1.145  2.195  3.382
H  -2.322  0.975  3.946
H  0.158  -0.175  5.802
H  1.391  -2.221  6.577
H  2.105  -3.899  4.890
H  1.570  -3.641  2.489
H  -0.555  -4.103  -0.924
H  0.860  -6.169  -0.899